60
Properties=species:S:1:pos:R:3:forces:R:3:nbo_charge:R:1 method="wB97M-V/def2-TZVPD" e_above_lowest_kcal_mol=5.4 energy_ha=-1342.18469 gap_ev=8.275 smiles=CC(C)OC[C@@H](O)CN1CCN(C[C@H](O)COc2ccc3c(c2)OCO3)CC1
C 2.304491 0.252416 -2.785455 0.2 0.3 0.2 -0.652
C 3.486856 1.198571 -2.576264 0.1 -0.1 -0.4 0.113
C 4.804784 0.521735 -2.964625 -0.3 0.3 0.2 -0.641
O 3.534393 1.784768 -1.280551 -0.1 0.1 0.1 -0.545
C 3.703252 0.938358 -0.167884 -0.2 -0.2 0.2 -0.089
C 2.381828 0.615443 0.562927 0.1 0.6 -0.4 0.042
O 2.645025 -0.247606 1.651417 0.1 -0.2 0.3 -0.725
C 1.670745 1.916728 0.984152 0.1 -0.2 -0.2 -0.230
N 0.231136 1.862718 1.114564 -0.1 0.0 0.1 -0.452
C -0.467174 1.721996 -0.146826 -0.2 0.2 0.0 -0.224
C -1.963901 1.901218 0.076295 0.2 -0.1 -0.2 -0.230
N -2.440830 0.880419 0.991111 -0.1 0.2 0.1 -0.452
C -3.877685 0.901015 1.168049 -0.1 0.1 -0.3 -0.231
C -4.666409 0.453031 -0.071971 0.6 -0.2 0.1 0.072
O -6.049857 0.601139 0.156642 -0.3 -0.1 0.1 -0.703
C -4.371359 -0.997787 -0.509841 -0.5 0.3 0.0 -0.079
O -3.074782 -1.175486 -1.024057 0.2 0.1 -0.1 -0.519
C -2.074632 -1.725909 -0.280342 0.3 -0.4 0.1 0.422
C -2.188173 -2.232726 1.005827 -0.4 0.1 -0.2 -0.340
C -1.106672 -2.827480 1.655814 0.5 -0.1 -0.1 -0.231
C 0.087002 -2.892977 0.986600 -0.1 0.3 -0.4 0.192
C 0.211741 -2.374356 -0.303509 -0.2 -0.2 0.6 0.312
C -0.843747 -1.797488 -0.957586 0.0 -0.1 0.0 -0.366
O 1.498326 -2.553591 -0.740776 -0.5 0.2 -0.3 -0.503
C 2.190294 -3.152574 0.339051 1.4 -0.2 0.2 0.231
O 1.283956 -3.432910 1.380992 -0.4 -0.1 0.2 -0.479
C -1.743665 1.022955 2.256739 0.2 -0.1 0.0 -0.224
C -0.241845 0.859277 2.049467 -0.3 0.1 0.2 -0.222
H 2.413481 -0.656611 -2.198354 0.0 -0.1 0.1 0.218
H 1.376773 0.746203 -2.506883 -0.2 0.0 0.0 0.213
H 2.249463 -0.023913 -3.835442 0.0 -0.1 -0.1 0.216
H 3.349377 2.081155 -3.213828 0.0 -0.2 0.0 0.184
H 4.816327 0.340722 -4.035666 0.0 -0.1 -0.1 0.216
H 5.643002 1.165206 -2.708136 0.1 0.0 0.0 0.218
H 4.924345 -0.433288 -2.458121 0.0 -0.1 0.0 0.201
H 4.194837 -0.001586 -0.437250 0.0 0.0 0.1 0.178
H 4.359183 1.478854 0.528301 0.0 -0.1 0.0 0.175
H 1.732052 0.042302 -0.101096 0.0 0.0 0.0 0.185
H 3.118622 0.247445 2.330440 0.0 0.0 0.0 0.465
H 2.078219 2.241828 1.949519 0.1 0.0 0.0 0.185
H 1.907477 2.680665 0.239313 0.0 0.0 0.1 0.221
H -0.104268 2.491290 -0.832785 0.0 0.0 0.0 0.203
H -0.312456 0.730327 -0.600711 0.0 0.1 0.0 0.174
H -2.473910 1.793177 -0.880884 0.0 0.1 0.0 0.201
H -2.157759 2.913755 0.473233 0.0 0.0 0.0 0.169
H -4.246533 1.906994 1.446493 0.0 -0.1 0.0 0.180
H -4.121245 0.220215 1.992282 0.0 0.0 0.0 0.187
H -4.453529 1.114889 -0.915372 0.0 -0.1 0.1 0.181
H -6.298983 0.075342 0.926244 0.0 0.0 0.0 0.461
H -5.054667 -1.228053 -1.336733 0.1 0.0 0.2 0.200
H -4.590688 -1.687704 0.311273 0.0 0.0 0.0 0.166
H -3.117878 -2.175750 1.546111 -0.1 0.1 0.0 0.212
H -1.207401 -3.221393 2.653039 0.0 -0.1 0.1 0.226
H -0.759562 -1.414714 -1.960229 0.0 0.1 -0.2 0.237
H 2.962009 -2.457757 0.707484 -0.3 -0.1 -0.1 0.175
H 2.659376 -4.087743 -0.002929 -0.2 0.2 0.0 0.156
H -2.093081 0.246994 2.942037 0.0 0.0 0.0 0.200
H -1.940734 2.011232 2.709840 0.0 0.0 0.0 0.167
H 0.271733 1.002708 3.003350 0.0 -0.1 0.0 0.200
H -0.046679 -0.163688 1.695502 0.0 0.0 0.1 0.184